(1)
{
  "formula": "C17H21BN6Sn",
  "method": "ωB97M-V/def2-TZVPD",
  "total_charge": 2,
  "homo_lumo_gap_ev": [6.44, 6.44],
  "max_force_ev_per_a": 2.72,
  "symbols": ["C", "N", "N", "C", "C", "B", "N", "N", "C", "C", "C", "Sn", "N", "N", "C", "C", "C", "H", "H", "H", "H", "H", "H", "H", "H", "H", "H", "H", "C", "H", "H", "H", "C", "C", "C", "C", "C", "C", "C", "H", "H", "H", "H", "H", "H", "H"],
  "xyz": [[-2.677979, 1.301360, 1.413698], [-2.041114, 0.728595, 0.362386], [-2.899089, 0.785721, -0.714585], [-4.014936, 1.432276, -0.348141], [-3.914770, 1.782380, 0.983521], [-2.625522, 0.066254, -2.079261], [-1.359616, 0.676695, -2.785287], [-0.084934, 0.598408, -2.270569], [0.775982, 1.054476, -3.214073], [0.028913, 1.493939, -4.306696], [-1.292746, 1.232372, -3.999507], [0.026973, -0.090782, -0.157064], [-2.245650, -1.421921, -1.698535], [-1.188861, -1.712290, -0.872378], [-1.081622, -3.047132, -0.738912], [-2.108485, -3.615916, -1.475496], [-2.811207, -2.574988, -2.058739], [-0.307646, -3.503033, -0.138910], [-3.674497, -2.568190, -2.706950], [-2.309450, -4.665484, -1.568540], [-3.577831, 0.105678, -2.785806], [-2.197772, 1.420692, -4.561822], [-4.806039, 1.617316, -1.060416], [0.416450, 1.960296, -5.196822], [-4.623880, 2.333533, 1.581172], [1.848119, 1.046125, -3.096287], [-2.281265, 1.359865, 2.413478], [2.441629, 0.083787, -0.276938], [3.273100, 0.786666, -0.084449], [3.805559, 0.942187, -1.024564], [2.890169, 1.738846, 0.299640], [3.923150, 0.327884, 0.668947], [0.462137, 0.670526, 1.946605], [1.716814, 0.141986, 2.558820], [2.658993, 1.044363, 3.090314], [3.824670, 0.585761, 3.706864], [4.088807, -0.793813, 3.736383], [3.204914, -1.699903, 3.126323], [2.034608, -1.227651, 2.515422], [-0.453431, 0.302841, 2.403569], [0.472403, 1.754265, 1.804489], [2.437520, 2.110334, 3.018835], [4.508802, 1.300939, 4.176425], [4.980124, -1.165962, 4.241996], [3.407228, -2.777513, 3.156196], [1.351278, -1.921788, 2.015664]],
  "forces_ev_per_angstrom": [[-0.4, 0.3, -1.1], [0.2, -0.4, -0.7], [0.1, 0.3, 0.2], [0.2, -0.1, -0.1], [0.2, 0.0, 0.5], [0.8, -0.2, 0.9], [0.0, 0.1, 0.3], [0.0, -0.4, 0.8], [-1.0, 0.3, -0.1], [0.6, 0.0, 0.1], [0.0, -0.1, 0.3], [-2.5, 0.8, -0.7], [0.4, 0.2, 0.2], [0.7, 0.5, 0.2], [-0.8, 0.3, -0.5], [0.2, -0.7, 0.1], [0.2, 0.2, 0.1], [-0.1, 0.0, 0.0], [0.0, -0.1, 0.0], [-0.1, -0.1, 0.0], [0.1, 0.0, 0.0], [0.1, -0.1, 0.0], [0.0, -0.1, 0.1], [0.0, -0.1, 0.0], [0.0, -0.2, -0.1], [-0.1, 0.0, 0.2], [0.2, 0.0, -0.1], [0.2, 0.0, 0.0], [0.2, 0.1, 0.0], [0.0, 0.0, 0.2], [0.1, -0.2, -0.2], [-0.1, 0.1, -0.3], [1.7, -0.6, 0.8], [0.2, 0.0, -0.7], [-0.2, -0.1, 0.0], [-0.2, -0.2, 0.0], [-0.3, 0.3, 0.0], [-0.5, 0.1, -0.1], [0.4, 0.0, 0.7], [-0.1, -0.2, -0.3], [-0.2, -0.1, -0.1], [0.2, -0.2, 0.2], [-0.3, -0.4, -0.3], [-0.2, 0.1, -0.2], [0.0, 0.5, -0.1], [0.2, 0.0, 0.2]]
}

(2)
{
  "formula": "C4H9I",
  "method": "ωB97M-V/def2-TZVPD",
  "homo_lumo_gap_ev": 9.92,
  "max_force_ev_per_a": 3.43,
  "symbols": ["I", "C", "C", "C", "C", "H", "H", "H", "H", "H", "H", "H", "H", "H"],
  "xyz": [[0.036500, -1.872102, -2.169648], [0.665443, 0.136485, -0.345658], [-0.010091, -2.011532, 0.841979], [-1.748073, -0.597792, -0.033611], [-0.332316, -1.037202, -0.299350], [1.711084, -0.321587, -0.220912], [0.654418, 0.687021, -1.276729], [0.317352, 0.944108, 0.261101], [-0.707831, -2.783756, 0.985960], [0.048109, -1.431381, 1.756476], [0.989146, -2.357630, 0.481875], [-2.526720, -1.254597, -0.531038], [-1.828276, 0.484085, -0.415778], [-1.832763, -0.576650, 1.040309]],
  "forces_ev_per_angstrom": [[-0.4, -1.3, -1.3], [0.8, -0.9, -0.1], [2.8, 1.1, -1.7], [-0.9, 1.7, -2.2], [-0.2, 0.5, 1.0], [-1.4, 1.3, 0.3], [0.0, -0.5, -0.7], [0.5, 0.2, 1.7], [-0.8, -1.1, -0.2], [0.3, 0.1, 0.2], [-0.5, -0.5, 1.3], [0.9, 0.8, 0.8], [-0.5, -1.6, 0.4], [-0.6, 0.1, 0.3]]
}